(1)
{"formula": "C6H11N", "method": "ωB97M-V/def2-TZVPD", "elements": ["C", "C", "C", "C", "C", "C", "H", "H", "H", "H", "H", "H", "H", "H", "H", "H", "H", "N"], "xyz": [[2.144952, 0.154405, -0.054902], [0.837790, -0.635366, -0.146797], [-0.635843, -0.230527, -0.959450], [-1.050095, 1.074790, -0.565216], [-0.196496, -0.431688, 0.989499], [-1.391787, -1.106365, 0.156409], [2.768887, 0.383190, -1.082635], [2.991978, -0.376651, 0.479874], [1.887947, 1.214970, 0.356189], [1.009331, -1.675512, -0.364798], [-0.703016, -0.328057, -2.010244], [-1.988037, 1.338211, -0.792821], [-0.299635, 1.809249, -0.890561], [-1.152418, 1.217646, 1.706918], [0.017537, -0.625090, 1.997325], [-1.319874, -2.142820, 0.001377], [-2.463735, -0.688001, 0.310013], [-0.457489, 1.047612, 0.869823]], "forces_ev_per_a": [[1.49, 2.16, -1.84], [-2.23, 0.82, -0.48], [1.50, -3.10, 0.31], [6.44, 2.48, 2.77], [-0.70, 0.57, -1.25], [0.73, 3.28, -0.39], [-2.10, -0.64, 1.96], [-1.44, 0.57, 0.10], [0.81, -2.00, -0.36], [-0.06, -0.45, -0.08], [-0.15, -0.95, -1.16], [-3.67, 0.97, -0.22], [-0.88, 0.27, -1.19], [1.32, 0.04, -2.44], [0.34, -0.75, 1.45], [-0.02, -1.34, -0.01], [1.80, -1.01, 0.13], [-3.18, -0.92, 2.73]], "energy_ev": -7887.0358, "homo_ev": -8.812, "orbital_gap_ev": 9.92, "de_lowest_kj_mol": 337.3}

=====

(2)
{"formula": "C4H8F3O2PS", "method": "ωB97M-V/def2-TZVPD", "elements": ["C", "C", "C", "C", "O", "O", "F", "F", "F", "P", "S", "H", "H", "H", "H", "H", "H", "H", "H"], "xyz": [[3.827461, 0.235051, 0.221651], [2.521338, 0.445785, -0.549107], [1.461846, -0.464758, -0.027392], [-3.786395, 0.849059, -0.329939], [-4.275018, -1.788060, 0.034407], [-3.339626, -0.504253, 1.908918], [-4.556501, 0.738207, -1.407324], [-2.688782, 1.554901, -0.675831], [-4.440197, 1.552617, 0.595076], [0.931364, -1.904275, -0.686484], [-3.187303, -0.922853, 0.335103], [4.579218, 0.952247, -0.098632], [3.664632, 0.354673, 1.290379], [4.205008, -0.770162, 0.046350], [2.196199, 1.481861, -0.431012], [2.699508, 0.259480, -1.610717], [-2.598477, -0.026886, 2.289784], [1.037768, -0.168980, 0.925348], [1.747958, -1.873663, -1.830583]], "forces_ev_per_a": [[-0.07, 0.07, -0.07], [0.18, 0.01, 0.00], [-0.11, -0.47, -0.42], [0.34, -0.12, 0.14], [-1.10, -0.91, -0.08], [-0.70, -0.38, -0.18], [0.09, -0.27, 0.21], [-0.07, -0.25, 0.14], [0.02, -0.23, -0.10], [-0.22, 0.27, 0.54], [0.96, 2.08, 0.02], [0.10, 0.05, 0.01], [0.05, 0.02, 0.12], [0.04, -0.06, 0.02], [0.01, 0.05, -0.07], [-0.10, 0.05, 0.04], [0.47, 0.07, -0.15], [-0.10, -0.02, 0.14], [0.20, 0.04, -0.31]], "energy_ev": -36646.8816, "homo_ev": -9.570, "orbital_gap_ev": 9.68}

=====

(3)
{"formula": "C44H40Cl5N4O5ReSi", "method": "ωB97M-V/def2-TZVPD", "elements": ["Re", "N", "C", "C", "C", "C", "N", "C", "N", "N", "C", "O", "O", "H", "H", "H", "H", "H", "H", "H", "H", "H", "H", "H", "H", "H", "H", "O", "C", "C", "O", "O", "C", "C", "C", "C", "C", "C", "C", "C", "C", "C", "C", "C", "H", "H", "H", "H", "H", "H", "H", "H", "H", "H", "H", "Cl", "C", "C", "C", "Cl", "C", "Cl", "C", "Cl", "C", "Cl", "C", "C", "C", "C", "C", "C", "Si", "C", "C", "C", "C", "C", "C", "C", "C", "C", "C", "C", "C", "H", "H", "H", "H", "H", "H", "H", "H", "H", "H", "H", "H", "H", "H", "H"], "xyz": [[-0.642090, -0.927999, 0.523988], [-0.391591, -1.016378, 2.717258], [-1.033084, 0.135447, 3.401908], [-0.202521, 0.579004, 4.620100], [1.173863, 1.212127, 4.299088], [1.276186, 2.718432, 4.560450], [0.534716, 3.542455, 3.606530], [1.002349, 3.987512, 2.442066], [0.136004, 4.320192, 1.487475], [2.313869, 4.133390, 2.235791], [-1.124880, 1.244140, 2.359641], [-1.859934, 2.212618, 2.544929], [-0.322021, 1.099107, 1.363859], [-0.654302, -1.900529, 3.143976], [0.619565, -0.937743, 2.839307], [-2.040965, -0.130042, 3.715052], [-0.044731, -0.312623, 5.231338], [-0.811416, 1.252206, 5.227786], [1.467684, 1.012743, 3.263809], [1.937768, 0.744519, 4.923284], [2.325607, 3.009319, 4.559214], [0.892191, 2.963115, 5.550661], [-0.471938, 3.427116, 3.623886], [-0.790535, 3.908226, 1.530254], [0.462119, 4.630384, 0.587911], [2.961650, 4.097658, 3.001882], [2.652643, 4.503827, 1.365204], [-1.726237, 1.359721, -0.946745], [-2.055042, 0.878154, -2.255209], [-1.087657, -0.293713, -2.504004], [-0.714709, -0.584571, -3.605854], [-0.754629, -1.014446, -1.438887], [-3.491497, 0.367488, -2.261885], [-3.820012, -0.965381, -2.472469], [-5.144188, -1.380482, -2.388722], [-6.146384, -0.468834, -2.098011], [-5.825695, 0.868588, -1.903020], [-4.507084, 1.282250, -1.990761], [-1.805741, 1.963383, -3.290988], [-2.472901, 1.956216, -4.509042], [-2.211342, 2.936673, -5.454244], [-1.278525, 3.929864, -5.192105], [-0.599345, 3.931360, -3.982680], [-0.861636, 2.951310, -3.036776], [-2.492877, 1.816531, -0.581479], [-3.050552, -1.691485, -2.705498], [-5.388443, -2.422108, -2.555194], [-7.175538, -0.796288, -2.031244], [-6.604843, 1.590314, -1.695168], [-4.269510, 2.334967, -1.867283], [-3.192424, 1.176888, -4.725880], [-2.738955, 2.924797, -6.398792], [-1.077467, 4.694268, -5.931156], [0.141336, 4.695188, -3.780698], [-0.318544, 2.930574, -2.100031], [0.237773, -4.533429, 0.473807], [-1.413245, -4.070015, 0.616872], [-1.735317, -2.718666, 0.691941], [-3.076148, -2.423682, 0.916029], [-3.464522, -0.732328, 1.154172], [-4.084617, -3.371140, 0.988745], [-5.711947, -2.905100, 1.256301], [-3.733796, -4.712706, 0.848755], [-4.944919, -5.920368, 0.911948], [-2.392802, -5.062591, 0.682495], [-1.956416, -6.716794, 0.568778], [3.153352, 2.596494, -2.433411], [2.316076, 2.755903, -1.338760], [1.889957, 1.656206, -0.606932], [2.291747, 0.362239, -0.956247], [3.137917, 0.221670, -2.062543], [3.567384, 1.323194, -2.790764], [1.788746, -1.200521, -0.019896], [2.785894, -1.282531, 1.584083], [3.903442, -0.459290, 1.754353], [4.694314, -0.547716, 2.893843], [4.384356, -1.463293, 3.889583], [3.287929, -2.301782, 3.736985], [2.504411, -2.211562, 2.594139], [2.264597, -2.652939, -1.094026], [3.263682, -3.529926, -0.661895], [3.653902, -4.608335, -1.444641], [3.053300, -4.822365, -2.676510], [2.072800, -3.948553, -3.127270], [1.680512, -2.872305, -2.345080], [3.473564, 3.455737, -3.008373], [1.982401, 3.754332, -1.071118], [1.228349, 1.808387, 0.236202], [3.464154, -0.764784, -2.364822], [4.219100, 1.183683, -3.643454], [4.159196, 0.260895, 0.985274], [5.561633, 0.092038, 2.998915], [5.005353, -1.537329, 4.773008], [3.058397, -3.038418, 4.497061], [1.685166, -2.913713, 2.462428], [3.743695, -3.378083, 0.298152], [4.426424, -5.279162, -1.090826], [3.353707, -5.663763, -3.287659], [1.610040, -4.103158, -4.093706], [0.914691, -2.203876, -2.718760]], "forces_ev_per_a": [[-0.03, 0.32, 0.30], [-0.04, -0.02, -0.07], [0.17, 0.07, 0.01], [-0.01, 0.05, -0.04], [-0.08, -0.01, 0.07], [0.01, -0.06, 0.00], [-0.07, -0.12, -0.10], [0.09, -0.04, -0.04], [-0.10, -0.06, 0.04], [-0.05, 0.04, 0.05], [-0.03, 0.32, 0.23], [0.35, 0.09, 0.04], [-0.28, -0.39, -0.38], [-0.10, 0.02, 0.00], [0.04, -0.09, 0.00], [0.02, -0.11, -0.01], [-0.05, 0.02, 0.03], [0.01, 0.05, -0.04], [0.06, 0.00, -0.02], [-0.02, -0.04, -0.02], [-0.02, 0.04, 0.00], [0.02, -0.02, 0.02], [-0.08, -0.03, 0.01], [-0.02, -0.10, -0.02], [0.01, 0.01, 0.02], [0.00, -0.01, -0.01], [0.01, -0.08, -0.07], [0.00, -0.18, 0.10], [0.07, 0.01, 0.09], [0.05, -0.08, -0.01], [0.01, -0.03, -0.08], [-0.16, 0.18, 0.16], [0.03, -0.01, 0.02], [0.00, 0.00, 0.05], [0.02, -0.01, 0.00], [0.00, -0.02, 0.02], [-0.01, -0.01, 0.01], [0.00, 0.02, 0.02], [-0.04, 0.06, -0.02], [0.02, -0.01, -0.02], [-0.01, 0.01, 0.00], [0.00, -0.01, -0.01], [-0.01, -0.01, -0.01], [0.02, -0.02, 0.04], [-0.04, 0.01, -0.01], [0.00, -0.01, -0.01], [0.00, 0.01, 0.00], [0.00, 0.00, -0.01], [0.00, 0.00, 0.00], [0.00, -0.01, -0.02], [-0.01, 0.02, 0.01], [0.00, -0.01, 0.00], [0.00, 0.00, 0.00], [0.01, 0.00, 0.01], [-0.05, 0.03, -0.04], [0.06, 0.02, -0.01], [-0.05, 0.00, 0.04], [-0.06, 0.04, -0.18], [0.05, -0.10, 0.01], [-0.03, 0.07, -0.10], [-0.04, 0.03, 0.00], [-0.01, 0.02, -0.02], [0.01, 0.00, 0.01], [0.00, -0.01, 0.00], [0.02, -0.02, -0.01], [0.00, 0.00, -0.01], [0.01, 0.00, -0.02], [0.06, -0.04, 0.04], [0.06, 0.05, 0.06], [-0.04, 0.02, -0.06], [-0.04, 0.02, 0.02], [-0.01, 0.01, 0.00], [0.26, 0.07, -0.04], [0.06, 0.03, -0.02], [-0.10, 0.09, 0.10], [-0.02, 0.02, 0.00], [0.01, 0.01, 0.01], [-0.01, 0.02, 0.01], [0.06, -0.07, -0.07], [-0.01, -0.06, 0.09], [-0.03, 0.00, 0.01], [0.00, -0.01, 0.00], [0.01, 0.01, 0.01], [0.00, 0.02, 0.00], [-0.02, 0.00, -0.02], [0.00, 0.00, 0.00], [-0.03, 0.03, -0.01], [0.06, 0.00, -0.10], [0.01, 0.00, -0.02], [-0.01, 0.00, 0.00], [0.01, -0.02, -0.01], [0.01, -0.01, 0.00], [0.00, 0.00, 0.00], [0.00, 0.00, -0.01], [-0.01, -0.01, 0.00], [0.01, -0.01, 0.00], [0.00, 0.00, -0.01], [0.00, 0.00, 0.00], [0.00, 0.00, 0.01], [0.01, -0.01, 0.00]], "energy_ev": -135092.8336, "charge": 1, "spin_multiplicity": 4, "homo_ev": [-10.656, -10.834], "orbital_gap_ev": [8.25, 7.74], "de_lowest_kj_mol": 0.0}

=====

(4)
{"formula": "C30H40N10OSV", "method": "ωB97M-V/def2-TZVPD", "elements": ["V", "O", "C", "C", "C", "C", "C", "C", "C", "N", "C", "C", "N", "H", "H", "H", "H", "H", "H", "H", "C", "N", "C", "C", "N", "C", "C", "C", "C", "C", "C", "N", "C", "N", "C", "C", "N", "C", "C", "N", "C", "C", "H", "H", "H", "H", "H", "H", "H", "H", "H", "H", "H", "H", "H", "H", "H", "H", "H", "H", "H", "H", "H", "H", "H", "H", "H", "H", "H", "H", "C", "C", "C", "C", "N", "C", "S", "N", "H", "H", "H", "H", "H"], "xyz": [[0.475533, -0.091612, 0.824351], [0.525433, -0.068912, 2.733151], [1.473033, 0.099488, 3.574251], [1.193633, 0.072588, 4.965951], [2.181633, 0.198788, 5.907151], [3.509633, 0.371688, 5.516251], [3.820033, 0.417188, 4.176551], [2.839033, 0.286688, 3.183651], [3.174333, 0.343088, 1.788251], [2.344033, 0.542588, 0.756151], [3.121233, 0.593188, -0.365749], [4.426433, 0.397088, -0.041549], [4.454933, 0.244088, 1.319351], [0.160833, -0.063612, 5.257651], [1.935233, 0.159588, 6.959451], [4.286333, 0.468388, 6.259951], [4.846933, 0.585288, 3.881651], [2.693733, 0.771388, -1.334349], [5.306733, 0.340388, -0.648849], [5.261933, 0.058588, 1.889051], [1.034933, -2.953512, 1.383551], [-0.008367, -3.386412, 0.478051], [0.531733, -4.032812, -0.704649], [-1.111867, -2.571312, 0.352951], [-1.114267, -1.396612, 0.904151], [-2.229367, -0.676112, 1.273751], [-3.359767, -1.234512, 1.869551], [-4.382367, -0.424512, 2.337051], [-4.299567, 0.949588, 2.194551], [-3.189167, 1.520488, 1.593051], [-2.136967, 0.726988, 1.139551], [-0.935667, 1.253888, 0.687851], [-0.857267, 2.390388, 0.033651], [0.154433, 3.283888, 0.289051], [0.792133, 3.275988, 1.587051], [0.977833, 3.802788, -0.783749], [-1.786767, 2.778088, -0.887649], [-2.095267, 4.158488, -1.154249], [-2.571267, 1.805188, -1.601949], [-2.177667, -3.085312, -0.334049], [-3.082867, -2.244812, -1.072749], [-2.484367, -4.489312, -0.381149], [1.652633, -3.817012, 1.641351], [0.595933, -2.544212, 2.296351], [1.684133, -2.195412, 0.906551], [0.914333, -5.023412, -0.449649], [1.343733, -3.433712, -1.131449], [-0.232967, -4.126612, -1.465749], [-3.413767, -2.305312, 2.016851], [-5.243667, -0.867412, 2.816851], [-5.091167, 1.583788, 2.568351], [-3.106367, 2.596288, 1.518251], [0.176733, 2.714688, 2.288951], [0.895233, 4.308188, 1.937151], [1.786233, 2.819188, 1.557051], [0.545333, 3.548688, -1.749049], [1.979533, 3.361288, -0.727649], [1.076633, 4.889988, -0.701849], [-1.464467, 4.803788, -0.550249], [-3.144667, 4.355488, -0.908749], [-1.938467, 4.393188, -2.209649], [-2.000667, 0.881488, -1.684549], [-2.755567, 2.179188, -2.608349], [-3.530667, 1.602988, -1.115149], [-2.618067, -1.279612, -1.257749], [-4.029567, -2.088212, -0.544249], [-3.291267, -2.720412, -2.035049], [-1.777367, -5.047512, 0.223451], [-2.459867, -4.862312, -1.409649], [-3.492667, -4.648712, 0.015151], [1.957233, -1.660412, -6.190349], [1.268033, -0.702312, -5.264449], [0.694133, 0.489388, -5.715149], [0.160233, 1.319088, -4.739349], [0.124833, 1.004488, -3.459949], [0.617933, -0.202312, -3.132049], [0.367033, -0.797512, -1.558549], [1.224833, -1.035412, -3.989449], [1.738633, -1.426712, -7.229049], [1.646733, -2.679412, -5.970249], [3.034833, -1.608312, -6.038349], [0.670733, 0.757588, -6.760149], [-0.263267, 2.286988, -4.996349]], "forces_ev_per_a": [[1.22, -0.25, -0.55], [-0.82, -0.28, -0.18], [1.32, 0.25, 1.02], [-0.11, 0.01, -0.27], [0.05, -0.01, -0.02], [0.21, -0.02, 0.00], [-0.09, -0.01, -0.03], [-0.71, -0.08, 0.49], [0.35, 0.11, -0.16], [0.87, 0.15, 0.64], [0.90, 0.14, -0.71], [-0.26, 0.13, -0.15], [-0.04, -0.04, 0.20], [-0.06, -0.02, -0.03], [-0.04, 0.01, 0.05], [0.07, 0.04, 0.03], [0.13, 0.03, 0.04], [-0.04, -0.09, -0.07], [0.13, 0.03, -0.08], [-0.08, 0.01, -0.10], [-0.14, 0.01, 0.36], [-0.04, 0.35, -0.08], [0.14, -0.25, -0.24], [-0.58, -0.50, 0.09], [0.17, -0.50, -0.25], [-0.99, 0.48, 0.15], [0.12, 0.17, 0.10], [-0.10, -0.04, -0.06], [-0.10, 0.10, -0.04], [0.09, -0.20, 0.03], [-1.21, -0.13, 0.32], [-0.54, 0.77, -0.03], [-0.29, 0.65, -0.33], [-0.20, -0.68, -0.08], [0.07, 0.03, 0.34], [-0.05, 0.20, -0.16], [0.66, -0.18, 0.40], [0.00, 0.23, -0.01], [-0.16, -0.37, -0.08], [0.37, 0.04, 0.10], [-0.15, 0.26, -0.08], [-0.07, -0.18, 0.09], [0.04, 0.07, -0.09], [0.14, -0.03, -0.16], [0.08, -0.19, 0.09], [-0.05, -0.03, 0.04], [-0.10, -0.02, 0.04], [-0.01, -0.02, -0.09], [0.06, -0.06, -0.06], [-0.04, -0.04, 0.04], [-0.05, 0.03, 0.02], [0.01, 0.10, -0.01], [0.09, 0.07, 0.01], [0.00, -0.03, -0.01], [-0.12, 0.00, -0.04], [-0.02, -0.02, -0.01], [-0.08, -0.01, 0.00], [0.01, -0.03, -0.04], [-0.06, 0.03, 0.01], [0.02, 0.01, -0.04], [0.01, 0.04, -0.02], [0.00, -0.03, 0.01], [0.02, 0.01, -0.05], [-0.02, 0.04, 0.02], [0.00, 0.01, -0.02], [0.01, -0.02, -0.02], [0.03, 0.04, 0.00], [0.00, -0.07, 0.02], [0.02, -0.06, 0.02], [-0.01, -0.08, -0.02], [-0.06, 0.08, 0.00], [-0.20, 0.34, -0.40], [0.00, -0.03, 0.14], [0.11, 0.01, -0.50], [-0.01, 0.12, 0.32], [0.24, 0.19, -0.29], [-0.41, -0.55, 0.51], [0.15, -0.21, 0.11], [0.02, -0.01, -0.09], [-0.02, -0.02, 0.02], [0.06, 0.01, 0.01], [0.06, 0.03, -0.05], [0.03, -0.02, -0.09]], "energy_ev": -85231.7578, "spin_multiplicity": 2, "homo_ev": [-5.529, -4.671], "orbital_gap_ev": [6.19, 5.33], "de_lowest_kj_mol": 92.2}

=====

Copy entry 2 word for word.
{"formula": "C4H8F3O2PS", "method": "ωB97M-V/def2-TZVPD", "elements": ["C", "C", "C", "C", "O", "O", "F", "F", "F", "P", "S", "H", "H", "H", "H", "H", "H", "H", "H"], "xyz": [[3.827461, 0.235051, 0.221651], [2.521338, 0.445785, -0.549107], [1.461846, -0.464758, -0.027392], [-3.786395, 0.849059, -0.329939], [-4.275018, -1.788060, 0.034407], [-3.339626, -0.504253, 1.908918], [-4.556501, 0.738207, -1.407324], [-2.688782, 1.554901, -0.675831], [-4.440197, 1.552617, 0.595076], [0.931364, -1.904275, -0.686484], [-3.187303, -0.922853, 0.335103], [4.579218, 0.952247, -0.098632], [3.664632, 0.354673, 1.290379], [4.205008, -0.770162, 0.046350], [2.196199, 1.481861, -0.431012], [2.699508, 0.259480, -1.610717], [-2.598477, -0.026886, 2.289784], [1.037768, -0.168980, 0.925348], [1.747958, -1.873663, -1.830583]], "forces_ev_per_a": [[-0.07, 0.07, -0.07], [0.18, 0.01, 0.00], [-0.11, -0.47, -0.42], [0.34, -0.12, 0.14], [-1.10, -0.91, -0.08], [-0.70, -0.38, -0.18], [0.09, -0.27, 0.21], [-0.07, -0.25, 0.14], [0.02, -0.23, -0.10], [-0.22, 0.27, 0.54], [0.96, 2.08, 0.02], [0.10, 0.05, 0.01], [0.05, 0.02, 0.12], [0.04, -0.06, 0.02], [0.01, 0.05, -0.07], [-0.10, 0.05, 0.04], [0.47, 0.07, -0.15], [-0.10, -0.02, 0.14], [0.20, 0.04, -0.31]], "energy_ev": -36646.8816, "homo_ev": -9.570, "orbital_gap_ev": 9.68}